(P)
C5H4S in the gas phase, computed with the ωB97M-V functional and the def2-TZVPD basis.

Geometry (Å):
C  2.15  0.13  0.04
C  3.42  0.05  -0.02
C  -0.38  -0.12  0.48
C  -1.67  -0.43  -0.33
C  0.85  0.40  -0.23
S  -3.02  0.37  0.11
H  -0.62  0.54  1.33
H  0.10  -1.05  0.99
H  -1.57  -0.96  -1.29
H  0.73  1.06  -1.08

- LUMO energy (eV) = -1.867
- charge = 0



(Q)
C5H4S in the gas phase, computed with the ωB97M-V functional and the def2-TZVPD basis.

Geometry (Å):
C  -2.23  0.89  0.26
C  -1.13  0.42  0.64
C  -0.03  -0.49  1.07
C  0.94  -0.66  0.18
C  1.42  0.22  -1.09
S  0.06  0.63  -1.97
H  -3.37  0.92  -0.43
H  0.01  -1.13  1.90
H  1.79  -1.20  0.61
H  2.54  0.41  -1.18

- structure (SMILES) = C#C/C=C\C=S
- LUMO energy (eV) = -0.747
- charge = 0



(Q) takes first place; second place is 5.0 kcal/mol up.



(P)
A 2-piece molecular cluster, C4H14N2O overall, computed with the ωB97M-V functional and the def2-TZVPD basis.

Geometry (Å):
C  -1.73  -0.56  2.15
N  -0.89  -0.50  0.98
C  0.53  -0.37  1.19
C  1.31  -0.23  -0.12
N  1.82  1.09  -0.46
C  0.76  2.09  -0.54
H  -2.53  -1.30  2.02
H  -2.15  0.41  2.43
H  -1.15  -1.00  2.97
H  -1.28  0.00  0.20
H  0.77  0.42  1.92
H  0.88  -1.27  1.70
H  2.13  -0.95  -0.13
H  0.63  -0.54  -0.93
H  2.49  1.37  0.25
H  1.21  3.07  -0.68
H  0.12  1.85  -1.38
H  0.14  2.14  0.37
O  -1.45  -1.41  -2.82
H  -0.65  -0.89  -2.67
H  -1.16  -2.34  -2.80

- structure (SMILES) = CNCCNC.O
- LUMO energy (eV) = 0.929
- charge = 0



(Q)
A 3-piece molecular cluster, C4H14N2O overall, computed with the ωB97M-V functional and the def2-TZVPD basis.

Geometry (Å):
C  -2.97  -0.07  -0.51
C  -1.62  0.17  0.12
C  -0.45  0.83  -0.66
N  0.71  0.80  0.24
C  1.93  0.56  -0.59
N  3.21  0.23  0.05
H  -3.05  -0.42  -1.56
H  -3.53  -0.84  0.05
H  -3.61  0.79  -0.44
H  -1.17  -0.87  0.20
H  -1.74  0.53  1.14
H  -0.37  0.12  -1.47
H  -0.54  1.85  -1.05
H  0.68  -0.01  0.81
H  2.09  1.44  -1.19
H  1.71  -0.23  -1.37
H  2.93  -0.36  0.86
H  3.37  1.04  0.67
H  0.48  -1.79  2.74
H  1.21  -1.80  0.13
O  0.74  -1.99  1.84

- LUMO energy (eV) = -3.257
- charge = 0



(P) takes first place; second place is 138.0 kcal/mol up.



(P)
A 2-piece molecular cluster, C5H11O2 overall, computed with the ωB97M-V functional and the def2-TZVPD basis.

Geometry (Å):
C  0.98  1.51  1.05
C  0.43  -1.98  -0.57
C  0.44  -0.90  0.50
C  1.00  0.42  -0.01
H  -0.06  1.68  1.36
H  1.39  2.46  0.70
H  1.56  1.22  1.94
H  0.04  -2.93  -0.17
H  1.43  -2.19  -0.96
H  -0.22  -1.66  -1.38
H  1.04  -1.23  1.36
H  -0.58  -0.70  0.83
H  2.02  0.28  -0.37
H  0.37  0.73  -0.85
O  -1.93  -0.14  -1.47
C  -2.45  0.81  -0.86
O  -2.01  1.42  0.14
H  -3.44  1.17  -1.24

- LUMO energy (eV) = 4.347
- charge = -1



(Q)
A 2-piece molecular cluster, C5H11O2 overall, computed with the ωB97M-V functional and the def2-TZVPD basis.

Geometry (Å):
C  0.12  2.59  0.19
C  -0.91  1.80  -0.88
C  1.45  2.59  -0.42
H  -0.36  3.51  0.28
H  0.16  2.12  1.21
H  -1.77  2.46  -1.22
H  -1.30  0.96  -0.34
H  1.99  1.71  -0.85
H  1.54  3.34  -1.25
H  -0.55  1.45  -1.78
H  2.20  2.83  0.32
C  0.15  -2.23  -0.94
C  -0.25  -1.84  0.50
O  0.70  -1.60  1.28
O  -1.44  -2.00  0.80
H  -0.57  -3.09  -1.21
H  1.20  -2.53  -0.90
H  0.10  -1.43  -1.63

- LUMO energy (eV) = 3.771
- charge = -1



(R)
An isolated ion of composition C5H11O2 and charge -1, computed with the ωB97M-V functional and the def2-TZVPD basis.

Geometry (Å):
O  -0.20  -2.90  -0.91
C  0.51  -2.40  0.06
C  -0.05  -0.93  0.61
C  -0.86  -0.18  -0.48
C  -0.48  1.32  -0.61
C  -0.24  2.23  0.55
O  1.14  2.59  0.70
H  1.61  -2.16  -0.10
H  0.49  -2.95  1.04
H  0.68  -0.27  1.11
H  -0.69  -1.13  1.49
H  -0.52  -0.58  -1.43
H  -1.92  -0.36  -0.34
H  0.30  1.40  -1.38
H  -1.29  1.71  -1.25
H  -0.96  3.04  0.50
H  -0.53  1.65  1.45
H  1.55  1.72  0.69

- structure (SMILES) = [O-]CCCCCO
- LUMO energy (eV) = 3.683
- charge = -1



(S)
An isolated ion of composition C5H11O2 and charge -1, computed with the ωB97M-V functional and the def2-TZVPD basis.

Geometry (Å):
O  0.45  -1.19  3.00
C  0.07  -0.91  1.74
C  1.12  -0.02  1.04
C  1.10  0.12  -0.58
C  -0.21  -0.23  -1.27
C  -1.33  0.80  -1.31
O  -2.00  1.00  -0.08
H  -0.96  -0.49  1.64
H  0.08  -1.84  1.10
H  2.02  -0.60  1.21
H  1.19  1.03  1.31
H  1.43  1.14  -0.81
H  1.94  -0.51  -0.88
H  -0.57  -1.11  -0.74
H  -0.07  -0.58  -2.27
H  -2.06  0.45  -2.04
H  -0.88  1.75  -1.64
H  -1.33  1.21  0.57

- structure (SMILES) = [O-]CCCCCO
- LUMO energy (eV) = 3.711
- charge = -1



(P) takes first place; second place is 30.9 kcal/mol up.